Record 1
C30H23FeN3O2PSSe3Te | ωB97M-V/def2-TZVPD

Values from the calculation:
2S+1: 5
HOMO level (alpha / beta) (eV): -3.22 / -3.51
⟨S²⟩: 6.071
Energy (eV): -297894.174
F_max (eV/A): 2.47
M (g/mol): 940.90
Net charge: -1
HOMO-LUMO gap (alpha / beta) (eV): 5.00 / 4.85
Relative energy (zero: lowest compared OMol25 entry of this formula, charge and spin) (kcal per mole): 32.49

Structure (XYZ):
```
65
C30H23FeN3O2PSSe3Te | the OMol25 dataset | ωB97M-V/def2-TZVPD
Fe -0.062 0.368 0.030
O 1.942 -0.187 3.283
C 1.199 -0.732 2.487
O 1.226 -0.598 1.200
C 0.170 -1.705 3.044
C 0.394 -2.242 4.309
C -0.484 -3.163 4.852
C -1.614 -3.551 4.140
C -1.859 -3.004 2.894
C -0.972 -2.078 2.338
P -1.350 -1.376 0.699
C -3.146 -1.020 0.891
C -3.439 0.069 1.720
C -4.741 0.520 1.868
C -5.777 -0.109 1.186
C -5.502 -1.207 0.387
C -4.195 -1.662 0.240
C -1.288 -2.858 -0.362
C -0.516 -3.961 -0.020
C -0.381 -5.027 -0.902
C -1.021 -5.004 -2.131
C -1.769 -3.892 -2.495
C -1.879 -2.820 -1.627
H 1.274 -1.914 4.846
H -0.296 -3.579 5.835
H -2.303 -4.277 4.555
H -2.747 -3.287 2.341
H -2.632 0.567 2.247
H -4.942 1.373 2.504
H -6.793 0.254 1.280
H -6.309 -1.711 -0.134
H -4.004 -2.528 -0.378
H -0.008 -3.984 0.936
H 0.237 -5.872 -0.626
H -0.922 -5.841 -2.811
H -2.248 -3.857 -3.467
H -2.413 -1.928 -1.936
Se -0.640 2.165 1.653
Se 1.560 2.764 1.678
Te 1.797 1.859 -0.769
Se 4.138 1.511 -0.991
S 0.988 -1.095 -2.063
C 0.592 0.140 -3.170
N -0.417 -0.101 -4.078
C -0.998 0.934 -4.824
C -0.378 2.159 -4.789
C 0.748 2.323 -4.002
N 1.195 1.311 -3.153
H -0.848 -1.007 -4.019
H -1.892 0.697 -5.380
H -0.762 2.979 -5.381
H 1.318 3.241 -3.961
N -1.426 0.909 -1.139
C -2.473 1.027 -1.582
C -3.810 1.239 -2.033
C -4.550 2.277 -1.467
C -5.854 2.492 -1.875
C -6.429 1.679 -2.843
C -5.691 0.645 -3.404
C -4.386 0.423 -3.003
H -4.095 2.901 -0.708
H -6.425 3.300 -1.436
H -7.450 1.853 -3.160
H -6.135 0.008 -4.158
H -3.809 -0.381 -3.442
```

---

Record 2
C30H23N6O3PdS2 | ωB97M-V/def2-TZVPD

Values from the calculation:
2S+1: 1
HOMO level (eV): -10.23
Energy (eV): -71713.578
F_max (eV/A): 0.80
M (g/mol): 686.11
Net charge: +1
HOMO-LUMO gap (eV): 6.63
Relative energy (zero: lowest compared OMol25 entry of this formula, charge and spin) (kcal per mole): 6.85

Structure (XYZ):
```
65
C30H23N6O3PdS2 | the OMol25 dataset | ωB97M-V/def2-TZVPD
Pd 1.885 -1.881 0.101
O 6.151 -1.090 -0.980
C 6.671 -1.994 -0.117
C 8.061 -2.076 -0.056
C 8.667 -2.983 0.785
C 7.902 -3.833 1.583
C 6.529 -3.751 1.530
C 5.886 -2.830 0.691
C 4.414 -2.763 0.693
O 3.830 -1.889 -0.110
N 3.746 -3.540 1.484
N 2.346 -3.358 1.432
C 1.798 -4.024 2.395
S 0.097 -4.030 2.776
C 0.320 -4.675 4.455
C 1.444 -5.685 4.394
S 2.819 -4.949 3.469
H 5.189 -1.214 -0.970
H 8.638 -1.417 -0.691
H 9.748 -3.037 0.819
H 8.380 -4.550 2.235
H 5.915 -4.399 2.140
H -0.626 -5.124 4.753
H 0.556 -3.847 5.121
H 1.125 -6.602 3.902
H 1.814 -5.926 5.390
C -8.464 6.742 -2.080
O -7.073 6.967 -2.264
C -6.227 5.952 -2.010
C -4.870 6.226 -2.205
C -3.927 5.254 -1.973
C -4.309 3.980 -1.539
C -5.659 3.718 -1.346
C -6.622 4.689 -1.577
C -3.274 2.976 -1.305
N -1.981 3.173 -1.449
C -1.395 1.986 -1.123
C -2.340 1.042 -0.777
N -3.543 1.693 -0.899
C -2.014 -0.297 -0.416
C -2.912 -1.349 -0.169
C -2.422 -2.606 0.068
C -1.041 -2.807 0.143
N -0.176 -1.819 -0.003
C -0.643 -0.594 -0.358
C 0.341 0.358 -0.770
N 1.615 -0.096 -0.826
C 2.573 0.716 -1.238
C 2.308 2.034 -1.627
C 1.022 2.507 -1.591
C -0.005 1.653 -1.162
H -8.954 7.676 -2.336
H -8.687 6.488 -1.042
H -8.824 5.950 -2.741
H -4.588 7.214 -2.542
H -2.877 5.463 -2.124
H -5.999 2.746 -1.007
H -7.664 4.453 -1.418
H -4.457 1.312 -0.735
H -3.981 -1.180 -0.205
H -3.083 -3.449 0.207
H -0.634 -3.790 0.320
H 3.576 0.317 -1.256
H 3.129 2.654 -1.956
H 0.776 3.517 -1.893
```

---

Record 3
C30H24AsAuOS2 | ωB97M-V/def2-TZVPD

Values from the calculation:
2S+1: 1
HOMO level (eV): -7.20
Energy (eV): -119747.565
F_max (eV/A): 1.51
M (g/mol): 736.54
Net charge: 0
HOMO-LUMO gap (eV): 7.49
Relative energy (zero: lowest compared OMol25 entry of this formula, charge and spin) (kcal per mole): 2.08

Structure (XYZ):
```
59
C30H24AsAuOS2 | the OMol25 dataset | ωB97M-V/def2-TZVPD
Au 1.168 -2.852 -0.087
S -0.689 -4.196 -0.145
C -2.111 -3.235 0.258
C -3.242 -4.019 0.505
C -4.476 -3.458 0.741
C -4.600 -2.079 0.762
C -3.480 -1.299 0.547
C -2.226 -1.838 0.274
As -0.738 -0.607 -0.022
C -1.695 1.109 0.148
C -1.678 1.717 1.399
C -2.269 2.953 1.596
C -2.864 3.611 0.532
C -2.900 3.010 -0.715
C -2.325 1.765 -0.902
C -0.648 -0.689 -1.963
C -0.071 0.370 -2.660
C 0.175 0.275 -4.017
C -0.147 -0.890 -4.697
C -0.736 -1.941 -4.018
C -0.994 -1.837 -2.663
H -3.121 -5.091 0.481
H -5.340 -4.090 0.884
H -5.559 -1.615 0.935
H -3.585 -0.222 0.583
H -1.199 1.200 2.227
H -2.261 3.406 2.577
H -3.302 4.588 0.674
H -3.379 3.512 -1.545
H -2.371 1.294 -1.877
H 0.166 1.280 -2.116
H 0.626 1.101 -4.549
H 0.054 -0.982 -5.755
H -0.976 -2.859 -4.538
H -1.444 -2.676 -2.148
O 3.223 -2.080 0.328
S 3.890 -1.049 1.170
C 3.943 0.447 0.139
C 4.984 1.346 0.294
C 5.073 2.431 -0.561
C 4.145 2.593 -1.578
C 3.108 1.685 -1.725
C 2.998 0.612 -0.857
C 2.617 -0.463 2.337
C 1.581 -1.323 2.645
C 0.583 -0.919 3.516
C 0.668 0.320 4.127
C 1.735 1.160 3.851
C 2.713 0.775 2.948
H 5.728 1.195 1.062
H 5.876 3.142 -0.445
H 4.238 3.420 -2.266
H 2.393 1.796 -2.526
H 2.197 -0.112 -0.960
H 1.547 -2.307 2.195
H -0.248 -1.578 3.717
H -0.091 0.631 4.829
H 1.799 2.124 4.330
H 3.533 1.439 2.722
```

---

Record 4
C30H24AsBrNO6PPdS | ωB97M-V/def2-TZVPD

Values from the calculation:
2S+1: 1
HOMO level (eV): -2.21
Energy (eV): -199760.866
F_max (eV/A): 0.58
M (g/mol): 818.81
Net charge: -2
HOMO-LUMO gap (eV): 6.30
Relative energy (zero: lowest compared OMol25 entry of this formula, charge and spin) (kcal per mole): 0.00

Structure (XYZ):
```
66
C30H24AsBrNO6PPdS | the OMol25 dataset | ωB97M-V/def2-TZVPD
Pd 0.158 0.095 -0.522
O 2.869 1.263 -3.031
As 1.096 1.417 -3.426
O 1.039 2.688 -4.453
O 0.411 1.586 -1.909
C 0.956 -0.392 -4.151
C 2.141 -1.043 -4.481
C 2.123 -2.326 -5.007
C 0.916 -2.972 -5.215
C -0.272 -2.338 -4.885
C -0.260 -1.060 -4.344
S -1.845 -0.342 -3.890
O -1.600 1.093 -3.981
O -2.788 -0.856 -4.874
O -2.108 -0.825 -2.538
H 3.115 2.158 -2.773
H 3.078 -0.534 -4.306
H 3.057 -2.825 -5.241
H 0.897 -3.975 -5.626
H -1.231 -2.814 -5.041
N -0.391 -1.029 1.130
P -0.873 0.144 2.010
C 0.363 1.036 3.072
C 1.628 1.240 2.519
C 2.618 1.889 3.239
C 2.360 2.338 4.530
C 1.112 2.129 5.095
C 0.118 1.481 4.368
C -2.091 -0.374 3.277
C -1.907 -1.617 3.879
C -2.800 -2.068 4.838
C -3.892 -1.286 5.199
C -4.091 -0.056 4.590
C -3.192 0.398 3.631
C -1.617 1.517 1.061
C -2.243 1.154 -0.136
C -2.610 2.125 -1.065
C -2.400 3.460 -0.776
C -1.823 3.834 0.435
C -1.417 2.874 1.343
H 1.812 0.870 1.515
H 3.594 2.044 2.795
H 3.134 2.845 5.095
H 0.909 2.470 6.104
H -0.854 1.318 4.819
H -1.067 -2.223 3.557
H -2.653 -3.037 5.302
H -4.593 -1.643 5.944
H -4.950 0.549 4.856
H -3.349 1.354 3.145
H -2.396 0.108 -0.380
H -2.986 1.812 -2.029
H -2.644 4.213 -1.515
H -1.644 4.882 0.648
H -0.910 3.166 2.255
Br 4.769 -4.394 -2.111
C 3.458 -3.090 -1.593
C 3.879 -1.848 -1.161
C 2.919 -0.901 -0.814
C 1.559 -1.189 -0.890
C 1.175 -2.459 -1.320
C 2.117 -3.414 -1.683
H 4.934 -1.611 -1.115
H 3.253 0.089 -0.532
H 0.123 -2.709 -1.393
H 1.809 -4.387 -2.043
```

---

Record 5
C30H24BCl5F4NOPPt | ωB97M-V/def2-TZVPD

Values from the calculation:
2S+1: 1
HOMO level (eV): -8.71
Energy (eV): -121739.641
F_max (eV/A): 0.57
M (g/mol): 904.65
Net charge: 0
HOMO-LUMO gap (eV): 8.10
Relative energy (zero: lowest compared OMol25 entry of this formula, charge and spin) (kcal per mole): 0.00

Structure (XYZ):
```
68
C30H24BCl5F4NOPPt | the OMol25 dataset | ωB97M-V/def2-TZVPD
Pt -0.008 0.101 -0.081
C -0.983 2.794 2.560
C 0.506 2.584 2.300
C 0.883 2.964 0.874
C 0.968 1.160 2.617
C 0.916 0.774 4.097
O 0.060 -0.393 4.142
C -0.348 -0.640 2.896
N 0.086 0.145 1.992
C -1.283 -1.772 2.754
C -1.717 -2.367 3.941
C -2.609 -3.421 3.926
C -3.080 -3.902 2.714
C -2.658 -3.315 1.535
C -1.759 -2.250 1.528
P -1.330 -1.620 -0.137
C -0.600 -3.057 -0.952
C 0.235 -3.897 -0.219
C 0.880 -4.950 -0.847
C 0.689 -5.174 -2.203
C -0.130 -4.331 -2.940
C -0.761 -3.265 -2.321
C -2.976 -1.367 -0.867
C -3.620 -0.175 -0.544
C -4.903 0.079 -0.999
C -5.558 -0.861 -1.781
C -4.932 -2.060 -2.090
C -3.649 -2.319 -1.631
H -1.244 3.847 2.450
H -1.277 2.484 3.565
H -1.579 2.224 1.844
H 1.080 3.230 2.975
H 0.359 2.337 0.131
H 1.952 2.866 0.692
H 0.565 3.981 0.640
H 1.972 1.020 2.229
H 0.463 1.538 4.728
H 1.887 0.487 4.491
H -1.340 -1.990 4.880
H -2.933 -3.867 4.856
H -3.773 -4.731 2.683
H -3.032 -3.701 0.596
H 0.415 -3.712 0.832
H 1.542 -5.586 -0.277
H 1.195 -5.997 -2.691
H -0.257 -4.483 -4.004
H -1.361 -2.585 -2.913
H -3.104 0.560 0.061
H -5.384 1.016 -0.750
H -6.555 -0.660 -2.150
H -5.442 -2.800 -2.693
H -3.183 -3.264 -1.872
Cl 2.021 -1.489 -2.247
C 0.769 -0.536 -2.948
C -0.049 0.227 -2.109
C -0.921 1.112 -2.747
Cl -1.817 2.263 -1.796
C -1.078 1.158 -4.130
Cl -2.205 2.236 -4.858
C -0.317 0.309 -4.928
Cl -0.526 0.307 -6.635
C 0.628 -0.524 -4.335
Cl 1.603 -1.545 -5.318
F 2.183 -1.716 1.136
B 3.149 -0.754 0.774
F 3.749 -0.230 1.923
F 2.440 0.348 0.119
F 4.070 -1.279 -0.103
```

---

Record 6
C30H24BF4InN4S4 | ωB97M-V/def2-TZVPD

Values from the calculation:
2S+1: 1
HOMO level (eV): -7.74
Energy (eV): -97530.422
F_max (eV/A): 0.14
M (g/mol): 770.44
Net charge: 0
HOMO-LUMO gap (eV): 7.85

Structure (XYZ):
```
68
C30H24BF4InN4S4 | the OMol25 dataset | ωB97M-V/def2-TZVPD
In 0.232 0.142 -0.700
S 2.366 -1.176 -0.839
C 2.300 -1.548 -2.559
C 3.448 -1.442 -3.345
C 3.430 -1.780 -4.686
C 2.259 -2.235 -5.277
C 1.105 -2.341 -4.518
C 1.119 -1.984 -3.174
S -0.306 -2.121 -2.126
C -1.662 -1.751 -3.256
C -2.630 -0.734 -2.709
C -3.977 -0.873 -3.016
C -4.856 0.115 -2.624
C -4.358 1.217 -1.953
C -3.004 1.272 -1.672
C -2.431 2.478 -0.986
S -1.469 2.020 0.483
C -0.243 3.298 0.451
C -0.228 4.197 1.514
C 0.730 5.193 1.584
C 1.677 5.292 0.574
C 1.678 4.391 -0.477
C 0.732 3.365 -0.558
S 0.852 2.234 -1.907
N -2.155 0.302 -2.024
H 4.358 -1.086 -2.881
H 4.335 -1.691 -5.273
H 2.243 -2.516 -6.321
H 0.202 -2.727 -4.973
H -2.191 -2.670 -3.496
H -1.232 -1.348 -4.174
H -4.319 -1.753 -3.543
H -5.913 0.027 -2.835
H -5.006 2.019 -1.630
H -3.224 3.159 -0.687
H -1.745 2.984 -1.665
H -0.984 4.106 2.284
H 0.733 5.888 2.413
H 2.429 6.071 0.609
H 2.434 4.458 -1.249
C 3.051 1.597 2.555
C 2.353 1.333 1.394
N 1.180 0.690 1.405
C 0.692 0.254 2.562
C 1.368 0.398 3.768
C 2.552 1.121 3.758
C 0.834 -0.237 4.987
C 0.403 -1.496 5.056
C 0.457 -2.492 3.960
C -0.579 -3.392 3.775
C -0.478 -4.256 2.697
N 0.572 -4.262 1.883
C 1.523 -3.374 2.162
N 1.526 -2.492 3.153
H 3.982 2.143 2.509
H 2.724 1.637 0.423
H -0.262 -0.254 2.522
H 3.099 1.278 4.680
H 0.788 0.376 5.880
H -0.034 -1.844 5.985
H -1.452 -3.391 4.412
H -1.272 -4.958 2.473
H 2.385 -3.363 1.506
F -1.044 -1.121 0.637
B -2.496 -1.515 0.752
F -2.740 -2.371 -0.309
F -2.632 -2.120 1.977
F -3.229 -0.343 0.662
```

---

Record 7
C30H24BeN7O3S2Se | ωB97M-V/def2-TZVPD

Values from the calculation:
2S+1: 1
HOMO level (eV): -5.02
Energy (eV): -135491.238
F_max (eV/A): 3.28
M (g/mol): 682.67
Net charge: -1
HOMO-LUMO gap (eV): 6.11
Relative energy (zero: lowest compared OMol25 entry of this formula, charge and spin) (kcal per mole): 7.79

Structure (XYZ):
```
68
C30H24BeN7O3S2Se | the OMol25 dataset | ωB97M-V/def2-TZVPD
Be -14.387 -10.512 -14.791
C -15.818 -6.467 -19.119
N -15.896 -7.863 -19.584
C -16.877 -8.756 -19.270
Se -18.467 -8.365 -18.426
N -16.476 -9.994 -19.669
C -15.202 -9.903 -20.270
C -14.462 -10.796 -21.052
C -13.361 -10.277 -21.792
C -12.949 -8.915 -21.670
C -13.728 -8.040 -20.858
C -14.831 -8.540 -20.169
H -16.133 -6.373 -18.060
H -16.521 -5.848 -19.714
H -14.821 -6.135 -19.307
H -17.029 -10.808 -19.392
H -14.706 -11.859 -21.123
H -12.775 -11.006 -22.405
H -12.061 -8.511 -22.154
H -13.530 -6.991 -20.686
C -14.682 -11.556 -16.099
C -14.875 -12.427 -16.956
C -15.133 -13.491 -17.851
C -14.027 -14.266 -18.272
C -14.123 -15.131 -19.354
C -15.307 -15.153 -20.158
C -16.452 -14.455 -19.650
C -16.335 -13.586 -18.599
H -13.183 -14.201 -17.633
H -13.232 -15.707 -19.575
H -15.403 -15.808 -21.040
H -17.397 -14.632 -20.107
H -17.133 -12.915 -18.289
C -11.090 -12.918 -10.927
C -11.515 -13.122 -12.343
C -11.304 -14.373 -12.937
C -11.610 -14.459 -14.267
N -12.016 -13.416 -15.013
C -12.097 -12.237 -14.367
S -12.476 -10.823 -15.335
N -11.856 -12.051 -13.051
H -11.386 -13.783 -10.285
H -11.495 -11.966 -10.500
H -9.967 -12.916 -10.818
H -11.141 -15.250 -12.324
H -11.459 -15.395 -14.830
O -15.292 -3.145 -10.909
S -16.494 -2.819 -11.689
O -16.401 -3.015 -13.140
O -17.346 -1.721 -11.228
C -17.242 -4.342 -10.961
N -17.798 -4.361 -9.767
C -17.791 -5.582 -9.174
C -17.218 -6.697 -9.722
C -16.830 -6.555 -11.093
N -17.140 -5.437 -11.738
C -16.110 -7.549 -11.906
C -15.131 -8.477 -11.471
C -14.622 -9.402 -12.381
N -14.926 -9.362 -13.707
C -15.811 -8.446 -14.167
C -16.343 -7.471 -13.295
H -18.139 -5.548 -8.133
H -17.158 -7.650 -9.192
H -14.707 -8.449 -10.439
H -13.978 -10.215 -12.017
H -16.128 -8.449 -15.240
H -17.012 -6.760 -13.737
```